Run P
60
Properties=species:S:1:pos:R:3:lowdin_charge:R:1 method="wB97M-V/def2-TZVPD" total_charge=0 gap_ha=0.3416 smiles=CC(C)O.CC(C)O.CC(C)O.CC(C)O.CO.CO homo_ev=-8.808
C -4.502 1.384 -3.541 -0.02
H 1.526 4.130 2.381 0.10
H 2.315 -3.444 2.494 0.14
C -3.132 1.020 -2.962 -0.64
H 0.761 -1.842 -2.504 0.08
O -0.350 -2.741 -0.926 -0.14
H 3.836 1.298 2.626 0.14
H 2.151 -0.267 -1.098 0.07
H -4.500 2.377 -3.932 0.07
H -0.148 -4.346 2.789 0.09
C 2.128 2.035 2.739 -0.67
C 0.132 -3.396 2.303 -0.01
H -1.448 -0.526 2.500 0.06
H 1.523 0.839 0.274 0.07
H -0.431 2.577 -0.455 0.07
H 2.018 -1.137 1.931 0.07
H -5.236 1.322 -2.744 0.09
O 3.249 1.927 2.145 0.02
C 2.040 2.096 4.242 -0.03
H -0.010 -3.263 -0.166 0.05
C 1.873 -1.892 1.172 -0.04
H 0.062 -2.703 3.100 0.07
H -0.319 0.372 -1.368 0.12
H 2.159 3.072 4.672 0.07
O 1.738 -4.190 0.886 0.02
H 0.746 3.228 -1.564 0.08
H -4.677 0.700 -4.366 0.09
H -1.487 -1.134 0.224 0.03
C 0.546 -2.789 -2.002 -0.15
C 0.531 1.040 -1.636 -0.60
H -2.073 -0.765 -2.131 0.08
C -3.074 -0.407 -2.514 -0.04
H -2.363 2.003 -4.122 0.10
C 1.764 0.717 -0.819 -0.02
C -0.010 2.463 -1.443 -0.02
H -3.709 -0.564 -1.621 0.09
O 0.581 0.744 -2.871 0.00
H 0.288 3.042 2.575 0.08
H 2.829 -2.000 0.691 0.08
H -3.473 -1.179 -3.231 0.10
C -1.096 0.060 1.690 -0.13
H 0.034 0.015 1.571 0.06
O -2.160 1.171 -3.758 0.00
H -0.639 -3.255 1.604 0.05
H 2.627 1.366 -0.984 0.09
H 1.163 3.074 1.036 0.05
H 1.137 -1.510 0.448 0.05
H 2.680 1.343 4.757 0.09
O -1.880 -0.328 0.553 -0.13
H -0.296 0.849 -3.244 0.07
H 2.670 -4.110 0.628 0.14
H 0.105 -3.454 -2.729 0.07
H 1.606 1.141 2.525 0.08
C 1.554 -3.281 1.717 -0.63
H -1.444 1.076 1.909 0.08
C 1.275 3.082 2.099 -0.04
H -2.819 1.723 -2.179 0.14
H 1.467 -3.295 -1.709 0.08
H -0.832 2.703 -2.060 0.04
H 0.993 1.824 4.402 0.08


Run Q
60
Properties=species:S:1:pos:R:3:lowdin_charge:R:1 method="wB97M-V/def2-TZVPD" total_charge=0 gap_ha=0.3631 smiles=CC(C)O.CC(C)O.CC(C)O.CC(C)O.CO.CO homo_ev=-9.314
H 2.635 0.202 3.547 0.05
H -1.307 -0.999 1.828 0.05
H -2.423 -1.404 -1.199 0.07
H 1.722 2.753 2.753 0.07
H 5.138 2.252 1.169 0.08
H -0.557 -0.764 4.798 0.14
C 1.077 -0.151 -0.242 -0.16
C -0.645 -0.303 3.817 -0.42
H -0.508 -4.695 -2.803 0.08
O -2.902 0.946 0.065 -0.08
H -1.408 1.549 2.911 0.07
H 1.807 0.385 -0.870 0.09
H -3.659 -1.184 -2.399 0.08
H 5.564 1.961 2.877 0.08
H -0.194 -3.066 -2.394 0.06
H 2.992 3.473 1.653 0.08
C 3.474 1.534 2.361 -0.49
H -0.731 -2.238 2.982 0.08
H -2.373 -1.499 3.117 0.08
C -4.648 1.220 -1.549 -0.05
H -5.292 0.679 -2.241 0.08
C 4.950 1.625 2.046 -0.06
O 1.563 -5.360 -4.010 -0.06
H -4.449 -0.352 -0.115 0.14
C 2.782 2.864 2.538 -0.05
H -1.824 4.106 -1.957 0.08
H 0.530 -0.008 2.251 0.04
H -5.276 1.881 -0.948 0.08
H 0.477 -0.693 -0.982 0.07
O -1.037 2.265 -1.444 -0.16
C -0.048 -3.790 -3.202 -0.06
H -4.028 1.926 -2.110 0.08
H -0.849 1.703 4.588 0.08
H 1.715 -0.822 0.333 0.08
C -3.803 0.226 -0.779 -0.45
H -0.608 -3.485 -4.085 0.08
C -1.320 -1.331 2.867 -0.05
H 1.699 -3.268 -5.435 0.08
H -2.273 -0.029 -2.309 0.08
H -0.204 1.290 -0.156 0.04
C -1.372 1.057 3.882 -0.04
C -0.957 3.689 -1.441 -0.12
H 1.998 -3.990 -2.512 0.13
H 2.902 0.859 1.715 0.11
H 1.669 -2.006 -4.164 0.08
O 3.369 0.823 3.620 -0.08
H 3.096 -2.967 -4.367 0.08
H -2.576 0.531 0.867 0.08
H -2.384 0.930 4.272 0.08
C 2.007 -3.011 -4.421 -0.06
H 3.247 3.365 3.390 0.08
H -1.832 1.941 -0.969 0.04
O 0.639 -0.132 3.204 -0.09
H 5.272 0.634 1.715 0.08
C -2.977 -0.637 -1.745 -0.04
H -0.038 3.926 -1.969 0.08
H -0.932 4.135 -0.445 0.08
H 1.331 -5.290 -4.941 0.08
O 0.324 0.785 0.492 -0.15
C 1.455 -4.043 -3.453 -0.47


It comes down to run Q, which is 91.6 kcal/mol more stable than the next structure.